80
Properties=species:S:1:pos:R:3 method="wB97M-V/def2-TZVPD" gap_ha="0.34150 / 0.27717" e_homo_ev="-8.7 / -8.7" e_tot_ha=-3638.4363 mol_weight_g_mol=636.14 s_squared=0.752 multiplicity=2
Cu -1.039 -19.362 1.790
C 1.274 -16.548 1.176
C 1.262 -17.768 0.320
C 2.132 -18.035 -0.730
C 1.850 -19.292 -1.160
C 2.501 -20.088 -2.241
N 0.875 -19.792 -0.411
N 0.573 -18.854 0.563
B 0.071 -21.105 -0.520
N 0.076 -21.926 0.788
N -0.690 -21.537 1.844
C -0.496 -22.399 2.831
C -1.179 -22.325 4.130
C 0.440 -23.351 2.417
C 0.831 -23.002 1.152
C 1.695 -23.802 0.190
N -1.375 -20.742 -0.741
N -2.039 -19.875 0.072
C -3.340 -19.913 -0.250
C -4.302 -19.194 0.591
C -3.502 -20.779 -1.295
C -2.227 -21.294 -1.570
C -1.854 -22.384 -2.532
H 0.280 -16.527 1.672
H 1.504 -15.692 0.575
H 2.012 -16.618 1.984
H 2.767 -17.256 -1.160
H 2.707 -19.516 -3.140
H 1.754 -20.809 -2.627
H 3.439 -20.573 -1.986
H 0.529 -21.704 -1.478
H -1.737 -21.428 4.231
H -0.435 -22.301 4.928
H -1.754 -23.232 4.307
H 0.762 -24.182 3.025
H 2.223 -23.135 -0.502
H 0.985 -24.494 -0.308
H 2.377 -24.517 0.706
H -4.146 -18.064 0.593
H -4.308 -19.598 1.561
H -5.305 -19.269 0.118
H -4.413 -21.204 -1.718
H -2.656 -22.466 -3.287
H -1.741 -23.303 -1.970
H -0.969 -22.148 -3.031
O -1.370 -18.795 3.550
Si -2.039 -17.487 4.222
C -2.990 -17.823 5.840
C -3.043 -16.840 6.803
C -3.935 -16.977 7.913
C -4.665 -18.164 8.046
C -4.597 -19.133 7.025
C -3.781 -18.955 5.959
C -0.747 -16.270 4.818
C 0.504 -16.772 5.189
C 1.452 -15.955 5.766
C 1.167 -14.628 5.977
C -0.055 -14.108 5.727
C -0.993 -14.953 5.018
C -3.206 -16.490 3.123
C -2.849 -15.949 1.860
C -3.664 -15.097 1.127
C -4.795 -14.621 1.669
C -5.209 -15.065 2.926
C -4.447 -15.982 3.638
H -2.456 -15.971 6.754
H -3.973 -16.188 8.672
H -5.334 -18.332 8.888
H -5.434 -19.884 7.037
H -3.772 -19.690 5.156
H 0.772 -17.808 5.168
H 2.353 -16.299 6.175
H 1.893 -13.990 6.583
H -0.238 -13.068 5.849
H -2.005 -14.502 4.793
H -1.881 -16.285 1.463
H -3.350 -14.874 0.100
H -5.503 -13.982 1.135
H -6.128 -14.659 3.386
H -4.721 -16.353 4.613